w:
19
Properties=species:S:1:pos:R:3 method="wB97M-V/def2-TZVPD" lumo_ev=0.87 smiles="C[C@@H](O)CC(N)=O.O" homo_energy_ev=-9.8814 molar_mass_g_mol=121.1 homo_lumo_gap_ev=10.749 total_charge=0
C 1.13095 0.42570 -0.31813
C -0.13514 1.30231 -0.65709
C -0.03880 2.71046 -0.05840
O -0.27398 1.28816 -2.08374
C 0.69825 -0.95062 0.20572
N 1.47705 -1.94671 -0.29494
O -0.31718 -1.14981 0.82421
H 1.63591 0.39152 -1.28266
H 1.64412 1.08783 0.36614
H -1.03394 0.79335 -0.31257
H -0.04431 3.59773 -0.69252
H -0.88295 2.94773 0.62041
H 0.70795 2.84280 0.73180
H -0.60498 2.12583 -2.42257
H 2.35180 -1.87462 -0.80374
H 1.23165 -2.88593 0.00157
H -2.33447 -2.78642 1.89158
H -2.97167 -4.23280 2.01432
O -2.24027 -3.68650 2.27062



x:
19
Properties=species:S:1:pos:R:3 method="wB97M-V/def2-TZVPD" lumo_ev=0.66 smiles="CN(C)CC(=O)O.O" homo_energy_ev=-9.0616 molar_mass_g_mol=121.1 homo_lumo_gap_ev=9.719 total_charge=0
C -0.04608 -1.63006 0.47252
N 0.11292 -0.16497 0.50976
C 0.88408 0.34989 1.62482
C -1.17698 0.52948 0.29250
C -1.23725 0.93623 -1.16856
O -2.20406 0.22179 -1.81930
O -0.48178 1.65430 -1.74453
H -0.99744 -1.93491 0.90457
H 0.75398 -2.12271 0.99788
H -0.16287 -1.89793 -0.57613
H 1.95413 0.19921 1.43908
H 0.67194 1.40126 1.77955
H 0.79298 -0.11664 2.62695
H -1.26690 1.37001 0.96909
H -1.99192 -0.16453 0.45620
H -2.42440 0.64581 -2.66382
H 1.67612 0.34666 -0.84885
H 2.67941 -0.21048 -1.87611
O 2.46413 0.58758 -1.37563



Least stable = x



w:
19
Properties=species:S:1:pos:R:3 method="wB97M-V/def2-TZVPD" lumo_ev="0.55 / 0.55" homo_energy_ev="-6.8197 / -6.8204" molar_mass_g_mol=121.1 homo_lumo_gap_ev="7.365 / 7.366" total_charge=0
C 0.20781 0.67414 0.53405
C 0.50817 -0.40296 -0.32847
C -1.76564 -0.07851 -0.45164
C 0.56930 -1.82957 0.14056
N 2.38113 0.09350 -0.12236
O 0.08229 1.92813 0.12776
O 0.25241 0.50587 1.85661
O -1.88040 1.12444 -1.24862
H -0.60664 1.93799 -0.60476
H -0.02935 1.33222 2.27402
H -2.79838 1.38592 -1.39033
H 0.48406 -0.18288 -1.38242
H 2.68871 0.00239 0.84549
H 2.52183 1.07020 -0.37734
H -2.41097 -0.05037 0.42890
H -1.98530 -0.94984 -1.06936
H 0.64277 -1.88012 1.22561
H -0.31547 -2.38197 -0.17186
H 1.45367 -2.29862 -0.28586



x:
19
Properties=species:S:1:pos:R:3 method="wB97M-V/def2-TZVPD" lumo_ev=0.66 smiles="CCCNC(=O)O.O" homo_energy_ev=-9.9200 molar_mass_g_mol=121.1 homo_lumo_gap_ev=10.576 total_charge=0
C 0.71907 0.93754 -0.16439
N 0.54275 -0.37986 0.48428
C 1.59306 -1.22465 0.67177
O 2.80188 -0.57808 0.91401
O 1.49818 -2.41970 0.68584
C -0.48324 1.81930 0.07399
C -1.72525 1.60990 -0.79046
H 1.59102 1.37019 0.30468
H 0.97533 0.84078 -1.21395
H -0.27495 -0.89894 0.16822
H 2.82048 -0.39330 1.86742
H -0.21918 2.87557 0.14002
H -0.81242 1.63957 1.09440
H -2.17569 0.63294 -0.63364
H -2.46760 2.33909 -0.45087
H -1.61268 1.79125 -1.86773
H -0.65223 -3.70398 -1.04147
H -0.99459 -3.26386 0.34613
O -1.12392 -2.99376 -0.58825



y:
19
Properties=species:S:1:pos:R:3 method="wB97M-V/def2-TZVPD" lumo_ev=0.60 smiles="CN[C@H](C)C(=O)O.O" homo_energy_ev=-9.2256 molar_mass_g_mol=121.1 homo_lumo_gap_ev=9.825 total_charge=0
C 1.81587 0.56639 -0.69425
N 1.03138 0.50793 0.55890
C -0.99898 -0.61431 -0.49287
C -0.42537 0.48658 0.42619
C -0.91519 1.82105 -0.07400
O -2.13771 2.10130 0.41872
O -0.35527 2.53099 -0.86092
H 2.73410 0.00269 -0.55267
H 2.07032 1.59557 -0.90158
H 1.28234 0.13060 -1.53505
H 1.30199 -0.33093 1.05486
H -0.33084 -1.47324 -0.52358
H -1.94803 -0.98814 -0.11164
H -1.18255 -0.29030 -1.51997
H -0.77550 0.31091 1.43936
H -2.40315 2.98436 0.11353
H 1.20447 -3.11792 0.98622
H -0.31837 -2.84498 0.91340
O 0.35047 -3.37858 1.35535



z:
19
Properties=species:S:1:pos:R:3 method="wB97M-V/def2-TZVPD" lumo_ev=0.60 smiles="CN[C@H](C)C(=O)O.O" homo_energy_ev=-9.0274 molar_mass_g_mol=121.1 homo_lumo_gap_ev=9.626 total_charge=0
C -0.61708 1.37893 1.08122
N 0.49012 0.53385 0.64642
C -0.65597 -0.75586 -1.19544
C 0.09412 -0.78338 0.15023
C -0.74442 -1.51302 1.19471
O 0.04051 -2.19634 2.05669
O -1.94108 -1.52537 1.22470
H -0.22119 2.24049 1.62624
H -1.27548 0.84580 1.76608
H -1.27555 1.76466 0.28791
H 0.93632 0.98518 -0.14974
H -0.76970 0.27245 -1.52933
H -0.17749 -1.33658 -1.97743
H -1.66165 -1.15464 -1.11954
H 1.01232 -1.35228 0.03376
H -0.35212 -2.24068 2.94108
H 2.94517 1.08918 -2.49100
H 2.12629 2.30782 -2.06116
O 2.04687 1.43980 -2.48540



Least stable = w



w:
19
Properties=species:S:1:pos:R:3 method="wB97M-V/def2-TZVPD" lumo_ev=0.57 smiles=CC[NH2+][C@](C)(O)O[O-] homo_energy_ev=-8.1114 molar_mass_g_mol=121.1 homo_lumo_gap_ev=8.680 total_charge=0
C -0.88094 -0.42150 1.46737
C -2.09678 0.13462 0.91738
N 0.54262 0.35114 0.73178
H 0.32353 1.34181 0.81566
H 1.39088 0.18867 1.26915
H -0.65856 -1.45328 1.21108
H -0.65490 -0.19548 2.50956
H -2.56591 0.88912 1.54399
H -1.75160 0.71848 -0.20451
H -2.79596 -0.61812 0.56245
C 1.79755 -1.06767 -1.01960
C 0.89017 0.12528 -0.88043
O -0.32640 -0.14417 -1.47427
O -1.08731 1.09588 -1.36156
O 1.38491 1.30512 -1.33903
H 0.43307 1.81292 -1.55173
H 1.35209 -1.93865 -0.54256
H 2.76678 -0.84325 -0.57576
H 1.93676 -1.28091 -2.07896



x:
19
Properties=species:S:1:pos:R:3 method="wB97M-V/def2-TZVPD" lumo_ev=0.46 smiles="C[C@H](O)[C@@H](N)C=O.O" homo_energy_ev=-9.6566 molar_mass_g_mol=121.1 homo_lumo_gap_ev=10.112 total_charge=0
O -2.09420 -0.66948 -1.40795
C -1.60002 -0.00838 -0.52016
C -0.26402 -0.32465 0.13651
C 0.54727 0.98265 0.28076
C 1.93863 0.79578 0.86861
O -0.12834 2.03117 0.98116
N -0.69209 -0.97873 1.37578
H -2.15611 0.88262 -0.16423
H 0.36247 -0.99703 -0.45152
H 0.53381 1.33529 -0.76360
H 2.15642 -0.26883 0.99373
H 2.03534 1.31081 1.83973
H 2.71987 1.31369 0.32348
H -0.31290 1.71178 1.85756
H -0.44251 -1.94998 1.45642
H -0.45563 -0.53495 2.25890
H -0.55630 -1.72089 -2.34891
H -1.20410 -1.21334 -3.41020
O -0.38759 -1.69755 -3.30608



Least stable = w



w:
19
Properties=species:S:1:pos:R:3 method="wB97M-V/def2-TZVPD" lumo_ev=0.61 smiles="C[C@@H](CO)NC=O.O" homo_energy_ev=-10.1004 molar_mass_g_mol=121.1 homo_lumo_gap_ev=10.706 total_charge=0
C -0.42936 -1.95592 -0.10901
N 0.29532 -1.32641 0.83843
C 1.31169 0.74649 -0.14644
C 0.48980 0.15270 1.01657
C -0.87047 0.82194 1.16638
O -0.67959 2.05156 1.83369
O -1.07105 -1.39673 -0.99549
H -0.53125 -3.03928 -0.05289
H 0.86713 -1.92229 1.40384
H 2.26912 0.25768 -0.29307
H 1.65285 1.68642 0.33200
H 0.74400 1.00178 -1.02758
H 1.09083 0.21130 1.91815
H -1.50469 0.92026 0.27824
H -1.56028 0.11235 1.66344
H -0.66055 2.75311 1.18615
H -1.04795 -0.74064 -3.32822
H -0.10793 -0.17900 -2.37206
O -0.25762 -0.15531 -3.31214



x:
19
Properties=species:S:1:pos:R:3 method="wB97M-V/def2-TZVPD" lumo_ev=0.59 smiles="N[C@@H](CO)CC=O.O" homo_energy_ev=-9.5398 molar_mass_g_mol=121.1 homo_lumo_gap_ev=10.130 total_charge=0
C -0.59499 1.59628 -0.11591
O -1.83062 1.24638 -0.69381
C 0.67871 0.65941 -0.45774
C 1.00626 -0.22245 0.80219
C 2.34583 -0.90579 0.68953
O 2.64200 -1.88036 0.03931
N 0.28147 -0.11339 -1.61904
H -0.39795 2.65244 -0.40417
H -0.81045 1.44988 0.93459
H -1.88454 0.32744 -0.91121
H 1.62730 1.22116 -0.53581
H 1.04955 0.42652 1.66084
H 0.29360 -0.99277 1.07650
H 3.27135 -0.46602 1.12924
H 0.50368 -1.07543 -1.42273
H 0.43122 0.22664 -2.54020
H -2.40704 -1.10347 1.41382
H -3.06233 -1.88364 0.17570
O -3.14306 -1.16284 0.77888



y:
19
Properties=species:S:1:pos:R:3 method="wB97M-V/def2-TZVPD" lumo_ev=0.28 smiles="CN[C@H](C)C(=O)O.O" homo_energy_ev=-8.9309 molar_mass_g_mol=121.1 homo_lumo_gap_ev=9.211 total_charge=0
H 1.25164 0.76815 -0.90247
O 1.80034 2.08206 -1.04293
O 1.03452 -0.16545 -1.50677
H 1.48479 2.85622 -1.51382
H 2.44378 1.57224 -1.55533
C 0.08063 -0.87318 -0.85648
O 0.08979 -2.05984 -1.08288
C -0.70344 -0.10784 0.21185
H -0.63104 0.90425 -0.20814
N 0.01574 -0.11183 1.48616
H 0.12409 -1.03006 1.90017
C -0.41012 0.90133 2.48381
H -1.42509 0.94322 2.94572
H 0.28856 0.77781 3.30303
H -0.45484 1.90092 2.02497
C -2.15319 -0.62541 0.25485
H -2.21931 -1.54348 0.81533
H -2.74071 0.12211 0.79715
H -2.44489 -0.76340 -0.80147



Least stable = x